[1]
55
Properties=species:S:1:pos:R:3 method="wB97M-V/def2-TZVPD" homo_lumo_gap_ev=6.8 de_lowest_kj_mol=109.9 energy_ha=-1398.29383 e_homo_ev=-8.1
N 0.8891 -1.8676 -1.8668
C -0.3385 -2.5080 -1.9066
O -1.4503 -1.9761 -1.8780
C -0.0516 -3.9853 -1.9438
C 1.2801 -4.1584 -1.8391
C 1.9104 -2.8060 -1.7197
O 3.1019 -2.5360 -1.4809
H -0.8915 -4.6719 -1.9841
H 1.9131 -5.0423 -1.7859
C -5.8576 1.7035 3.9963
O -5.3810 2.3340 2.7882
C -4.1451 2.0098 2.3212
C -3.7866 2.5186 1.0568
C -2.6115 2.1126 0.4572
C -1.6819 1.2836 1.1425
C -0.4501 0.8392 0.4855
C -0.4617 0.6502 -0.9220
C 0.6261 0.3236 -1.7253
C 0.6663 0.4791 -3.1690
C 1.8617 0.1337 -3.8293
C 1.9608 0.2181 -5.2114
C 0.8443 0.6233 -5.9691
C -0.3625 0.9308 -5.3255
C -0.4587 0.8716 -3.9284
C 0.7199 0.5331 1.2994
C 1.0233 1.2495 2.4869
C 2.1719 0.9794 3.2055
C 3.0600 -0.0519 2.8085
O 4.1481 -0.2951 3.5960
C 5.0100 -1.4050 3.2239
C 2.7815 -0.7613 1.6219
C 1.6070 -0.4915 0.9251
C -2.0213 0.8465 2.4460
C -3.2478 1.1634 3.0154
H -6.8305 2.1588 4.1803
H -5.9586 0.6187 3.8653
H -5.1812 1.8841 4.8405
H -4.4640 3.2054 0.5610
H -2.3823 2.4810 -0.5404
H -1.4302 0.7453 -1.4267
H 1.6002 0.1907 -1.2649
H 2.6845 -0.2787 -3.2453
H 2.8997 -0.0400 -5.6960
H 0.9295 0.7065 -7.0555
H -1.2450 1.2139 -5.9084
H -1.4230 1.0314 -3.4394
H 0.3521 2.0292 2.8456
H 2.4181 1.5216 4.1123
H 5.7653 -1.4644 4.0084
H 4.4402 -2.3423 3.1757
H 5.4788 -1.2226 2.2479
H 3.4638 -1.5286 1.2507
H 1.3635 -1.1307 0.0900
H -1.3283 0.2249 3.0259
H -3.5305 0.7488 3.9817

[2]
9
Properties=species:S:1:pos:R:3 method="wB97M-V/def2-TZVPD" homo_lumo_gap_ev="8.4 / 8.4" de_lowest_kj_mol=477.2 energy_ha=-842.61008 total_charge=-1 e_homo_ev="-4.7 / -4.7"
C -0.3269 -0.5872 -0.7557
C 0.4673 0.9036 0.9119
N -0.8738 -1.7300 -0.5117
O 0.7125 -0.2646 -1.3935
O -0.2982 -0.0779 0.6033
F -1.4794 -2.9050 -1.5060
Cl -0.1535 2.6887 0.6264
H 1.1930 1.0546 0.1067
H 0.7588 0.9179 1.9184

[3]
27
Properties=species:S:1:pos:R:3 method="wB97M-V/def2-TZVPD" homo_lumo_gap_ev="6.7 / 8.7" de_lowest_kj_mol=482.5 energy_ha=-1097.88298 e_homo_ev="-6.7 / -8.8"
C 1.4711 -1.6491 3.7188
C -1.8539 1.9289 -2.7163
C 1.4379 0.8464 2.0122
C -0.2176 -1.1451 -3.6142
C 0.2962 -0.6512 3.5512
C -0.5326 1.2801 -3.3578
N 0.3652 -0.0593 2.1976
N -0.2048 0.0253 -2.8469
Si -0.9615 -0.4054 1.1674
Cl -2.2220 -1.7738 1.8774
H 1.4293 -2.0277 4.7458
H 1.3678 -2.3916 2.9580
H 2.2760 -0.9321 3.4909
H -1.9098 2.9446 -3.2353
H -2.6701 1.3589 -3.0061
H -1.8438 2.1376 -1.6037
H 1.3116 1.5205 1.1484
H 1.6189 1.5764 2.8126
H 2.3861 0.4346 1.8513
H 0.7424 -1.8289 -3.3750
H -1.1226 -1.7718 -3.4504
H -0.1524 -0.8123 -4.6417
H -0.6153 -1.2332 3.6642
H 0.3299 0.0899 4.3208
H -0.6354 1.3429 -4.5068
H 0.2264 2.0250 -3.0752
H -0.3169 -0.8297 -0.0874

[4]
88
Properties=species:S:1:pos:R:3 method="wB97M-V/def2-TZVPD" homo_lumo_gap_ev=9.7 de_lowest_kj_mol=0.0 energy_ha=-4011.23830 smiles="CCOC(=O)OC.CCOC(=O)OC.Fc1ccccc1.Fc1ccccc1.Fc1ccccc1.Fc1ccccc1.ClCCl.ClCCl" e_homo_ev=-9.3
C -4.2639 2.9986 5.0625
C -2.8109 3.3314 4.7890
O -2.0461 3.0308 5.9648
C -1.3584 1.8999 6.0355
O -1.1796 1.0956 5.1530
O -0.9077 1.7991 7.2827
C 0.0943 0.8168 7.5285
H -4.4028 1.9752 5.4016
H -4.9101 3.0944 4.1847
H -4.6507 3.7421 5.7605
H -2.6822 4.3942 4.6010
H -2.4268 2.7934 3.9211
H 0.4287 0.9330 8.5552
H 0.9328 0.9254 6.8477
H -0.3001 -0.2004 7.4686
C 2.9240 4.3201 -6.1463
C 2.9487 4.8556 -4.7412
O 1.7769 4.3173 -4.0996
C 1.6430 4.4377 -2.7808
O 2.3438 5.0914 -2.0548
O 0.5915 3.7119 -2.4164
C 0.3057 3.7084 -1.0339
H 3.3044 3.3064 -6.2423
H 3.6035 4.9546 -6.7319
H 1.9686 4.4441 -6.6515
H 2.8532 5.9412 -4.7410
H 3.8449 4.5585 -4.2002
H 1.0252 3.1163 -0.4645
H -0.6724 3.2652 -0.8588
H 0.2781 4.7221 -0.6305
F -1.8167 -5.0454 -5.2323
C -1.1383 -4.9815 -4.0652
C -1.6904 -5.5840 -2.9559
C -1.0384 -5.5040 -1.7436
C 0.1825 -4.8367 -1.6483
C 0.7503 -4.3222 -2.7998
C 0.1190 -4.4160 -4.0345
H -2.6811 -6.0174 -3.0083
H -1.5385 -5.7837 -0.8242
H 0.7535 -4.8242 -0.7291
H 1.6989 -3.8004 -2.7645
H 0.5032 -3.9030 -4.9065
F -1.9261 0.8823 -1.7836
C -1.6510 0.1606 -0.6782
C -1.0020 -1.0459 -0.8228
C -0.7429 -1.8029 0.3069
C -1.1970 -1.3686 1.5433
C -1.9294 -0.2021 1.6511
C -2.1564 0.5786 0.5345
H -0.7845 -1.3591 -1.8391
H -0.2473 -2.7616 0.2302
H -0.9441 -1.9438 2.4254
H -2.3133 0.0789 2.6246
H -2.7006 1.5137 0.5836
F 3.3009 -2.6660 -4.3544
C 2.7074 -1.4721 -4.5715
C 1.9682 -0.8778 -3.5772
C 1.2301 0.2695 -3.8865
C 1.4182 0.9020 -5.1008
C 2.1781 0.2976 -6.0953
C 2.8530 -0.8813 -5.8161
H 1.7589 -1.4179 -2.6611
H 0.6583 0.7148 -3.0815
H 0.8173 1.7826 -5.2946
H 2.4357 0.8743 -6.9743
H 3.4730 -1.3132 -6.5914
F 3.3815 -0.1973 6.6143
C 3.0995 -0.7421 5.4061
C 2.2896 -0.0384 4.5393
C 1.9089 -0.6606 3.3552
C 2.4666 -1.8796 2.9905
C 3.3045 -2.5516 3.8713
C 3.6471 -1.9615 5.0902
H 1.8614 0.9355 4.7277
H 1.2678 -0.1459 2.6510
H 2.2902 -2.3002 2.0076
H 3.7526 -3.4907 3.5769
H 4.2683 -2.5253 5.7720
Cl -3.0866 -2.8818 7.1100
C -2.8475 -1.7044 5.8162
Cl -4.3884 -0.9693 5.3304
H -2.1911 -0.9355 6.1998
H -2.4275 -2.1684 4.9334
Cl -3.5620 -0.6608 -7.0551
C -3.7726 -0.5970 -5.3208
Cl -2.2171 -0.6063 -4.4424
H -4.3210 0.2745 -4.9865
H -4.2884 -1.4978 -5.0088

[5]
19
Properties=species:S:1:pos:R:3 method="wB97M-V/def2-TZVPD" homo_lumo_gap_ev=9.4 de_lowest_kj_mol=225.9 energy_ha=-286.26558 smiles=CNC.NCN e_homo_ev=-8.5
C 2.0790 0.9452 -1.7258
N 3.2825 1.4982 -1.1424
C 3.2463 2.4201 -0.0547
H 1.2236 1.6920 -1.6702
H 1.5817 0.0695 -1.1126
H 2.2369 0.6882 -2.7358
H 3.8300 0.6899 -0.7814
H 2.1854 2.7168 0.2100
H 3.8087 1.9255 0.8081
H 3.5256 3.4365 -0.2293
N -2.9798 -2.6540 1.8049
C -2.9702 -1.8206 0.5316
N -2.5720 -0.3670 0.3969
H -2.6784 -2.0839 2.6021
H -2.2177 -3.3711 1.7637
H -3.8921 -2.0363 -0.0662
H -2.3030 -2.3427 -0.2089
H -2.1099 -0.2614 1.2904
H -3.4365 0.2683 0.2087

[6]
89
Properties=species:S:1:pos:R:3 method="wB97M-V/def2-TZVPD" homo_lumo_gap_ev=5.6 de_lowest_kj_mol=150.5 energy_ha=-6587.24143 total_charge=+1 e_homo_ev=-8.0
Rb 0.2353 -1.1496 -0.3234
N -2.2584 3.6879 -2.1750
C -0.9417 4.2653 -2.5681
C -0.4974 5.1490 -1.4081
C 0.0187 4.2699 -0.2595
N -0.9772 3.2179 0.0911
C 1.3496 3.6717 -0.7018
C 1.4163 3.2921 -2.1975
N 2.1800 2.0358 -2.2651
C 0.0346 3.0931 -2.8206
H -2.9813 4.4000 -2.0974
H -2.0482 3.2869 -1.2084
H -2.5730 2.9955 -2.8783
H -1.0785 4.8537 -3.4747
H -1.3311 5.7772 -1.0833
H 0.3109 5.8076 -1.7273
H 0.2099 4.9069 0.6062
H -1.4396 3.4324 0.9661
H -0.5334 2.3104 0.1833
H 1.5649 2.7702 -0.1216
H 2.1353 4.3976 -0.4859
H 1.9191 4.0973 -2.7495
H 3.1470 2.2450 -2.0413
H 2.1709 1.6536 -3.2062
H -0.3805 2.1661 -2.4082
H 0.1525 2.9332 -3.8912
C 0.0362 -1.2914 4.6605
As 0.6841 -0.6403 2.9317
C 0.9387 1.2146 3.5506
C 2.5543 -1.2164 3.0725
C 2.9414 -2.1544 4.0278
C 4.2602 -2.5652 4.1453
C 5.2266 -2.0167 3.3178
C 4.8482 -1.0968 2.3540
C 3.5195 -0.7130 2.1957
As 3.0177 0.4927 0.7373
C 4.2033 1.9841 1.2094
C 4.1329 -0.2724 -0.6843
H 0.7099 -1.0031 5.4668
H -0.0815 -2.3740 4.6625
H -0.9384 -0.8388 4.8415
H 1.6740 1.2469 4.3540
H -0.0130 1.5829 3.9352
H 1.2663 1.8626 2.7376
H 2.2066 -2.5822 4.6969
H 4.5306 -3.3045 4.8878
H 6.2643 -2.3066 3.4160
H 5.6147 -0.6757 1.7143
H 5.2328 1.6425 1.3090
H 3.8913 2.4270 2.1543
H 4.1656 2.7524 0.4361
H 5.1267 -0.5285 -0.3238
H 4.2413 0.4488 -1.4915
H 3.6672 -1.1716 -1.0887
C -2.4459 1.7379 -6.7526
C -1.3520 0.9226 -6.4636
C -1.3475 0.1334 -5.3300
C -2.4268 0.0905 -4.4330
C -3.4971 0.9449 -4.7321
C -3.5179 1.7434 -5.8815
Si -2.2161 -1.0788 -2.9156
C -3.9320 -1.7913 -2.4399
C -5.1981 -1.3099 -2.7722
C -6.3594 -2.0056 -2.4600
C -6.2915 -3.2084 -1.7769
C -5.0469 -3.6976 -1.4009
C -3.8993 -2.9937 -1.7240
H -2.4665 2.3317 -7.6569
H -0.5089 0.9002 -7.1441
H -0.4888 -0.5011 -5.1282
H -4.3969 0.9058 -4.1283
H -4.3811 2.3670 -6.0874
H -1.8113 -2.2402 -3.7884
H -5.3045 -0.3809 -3.3145
H -7.3199 -1.6061 -2.7629
H -7.1934 -3.7621 -1.5498
H -4.9714 -4.6436 -0.8779
H -2.9334 -3.4003 -1.4308
I -6.2968 0.5534 0.8158
C -4.8276 -0.7142 1.6053
C -5.1709 -1.8115 2.3755
C -4.1456 -2.5322 2.9688
C -2.8393 -2.1126 2.7751
N -2.5037 -1.0792 2.0045
C -3.4896 -0.4071 1.4141
H -6.2051 -2.0907 2.5211
H -4.3572 -3.4024 3.5743
H -2.0201 -2.6314 3.2592
H -3.2010 0.4258 0.7819

[7]
14
Properties=species:S:1:pos:R:3 method="wB97M-V/def2-TZVPD" homo_lumo_gap_ev=9.7 de_lowest_kj_mol=409.1 energy_ha=-287.43141 e_homo_ev=-9.2
C 1.9338 -0.1572 -1.6151
C 0.7521 1.4799 0.0222
C 1.1080 0.4408 -0.7311
C -0.2720 0.9673 1.0278
C -0.1010 -0.5287 0.6059
C -1.2693 -1.0574 -0.1560
N 2.6041 -0.8736 -2.1554
H 0.9437 2.5463 -0.0396
H -0.1738 1.1656 2.0765
H -1.2602 1.1952 0.7731
H 0.3476 -1.3370 1.1862
H -1.3930 -0.6321 -1.1545
H -2.1353 -0.9844 0.4327
H -1.0847 -2.2247 -0.2728

[8]
8
Properties=species:S:1:pos:R:3 method="wB97M-V/def2-TZVPD" homo_lumo_gap_ev="6.7 / 7.8" de_lowest_kj_mol=728.6 energy_ha=-439.22038 e_homo_ev="-8.6 / -8.6"
C 1.5534 0.2048 0.1523
N 0.6545 -0.4050 -0.7574
N 0.5973 -0.6274 0.7301
Si -0.8872 -0.0596 0.0285
H 2.6012 -0.3957 0.0612
H 1.5091 1.2778 0.0857
H -1.1792 1.2456 0.1751
H -3.0603 -1.9932 0.9668

[9]
18
Properties=species:S:1:pos:R:3 method="wB97M-V/def2-TZVPD" homo_lumo_gap_ev="4.4 / 9.4" multiplicity=9 energy_ha=-1392.75053 total_charge=+1 e_homo_ev="-8.0 / -13.0"
O -0.5775 -1.4602 0.3084
C -0.5780 -0.1101 0.4915
C -0.6751 0.6505 -0.8341
O -2.0879 0.7903 -1.1065
C -2.7572 0.7296 -0.0051
O -2.1639 0.2460 0.9988
O -4.0276 0.8528 -0.1059
H -0.5741 -1.9363 1.1484
H -0.1509 0.4017 1.3568
H -0.2454 0.0858 -1.6659
H -0.2460 1.6531 -0.7666
H -4.5098 0.2757 0.5086
O 3.1046 0.7426 -1.0721
C 3.0198 -0.3550 -0.3467
O 2.1569 -0.4865 0.5879
O 3.8893 -1.2415 -0.5055
Eu 3.9355 -2.2582 1.7416
H 2.4873 1.4195 -0.7337

[10]
33
Properties=species:S:1:pos:R:3 method="wB97M-V/def2-TZVPD" homo_lumo_gap_ev="3.1 / 3.7" multiplicity=3 de_lowest_kj_mol=160.8 energy_ha=-800.94226 total_charge=-2 e_homo_ev="1.9 / 1.3"
C -3.0934 2.2581 0.1492
C -2.5517 3.0957 -0.9154
C -1.1270 3.3089 -0.6388
C -0.8138 2.6584 0.6471
C -2.0340 2.0071 1.1294
Pd -1.0606 0.7168 -0.5185
C -1.2864 0.3337 -2.7521
C -2.3256 -0.3153 -2.0316
C -3.7044 -0.2770 -2.2952
N -2.4003 -0.7222 -0.7258
H -0.4444 4.0107 -1.2011
H -3.1497 3.6415 -1.7212
H 0.1553 2.7223 1.1886
H -2.1728 1.5310 2.1242
H -4.1767 2.0054 0.2800
H -1.4724 1.3475 -3.1120
H -1.9192 -1.4263 -0.1725
H -0.3966 -0.1633 -3.1140
H -4.1681 0.0148 -3.1940
H -4.2942 -0.3824 -1.3968
C 0.1310 -0.4453 0.4252
C 1.2799 -0.8999 0.5587
C 2.4812 -1.4840 0.9791
C 3.5702 -1.8091 0.1175
C 4.6371 -2.5274 0.6435
C 4.6053 -2.9188 1.9897
C 3.5389 -2.5799 2.8279
C 2.5170 -1.7705 2.3531
H 3.5498 -1.4829 -0.9263
H 5.4657 -2.7572 -0.0319
H 5.4271 -3.4665 2.4414
H 3.4943 -2.8671 3.8716
H 1.7383 -1.3570 3.0208

[11]
9
Properties=species:S:1:pos:R:3 method="wB97M-V/def2-TZVPD" homo_lumo_gap_ev=9.2 de_lowest_kj_mol=211.0 energy_ha=-487.26795 total_charge=-1 smiles="O=C([O-])n1[nH]oc1=O" e_homo_ev=-5.1
O 2.2401 1.0421 -0.0490
C 1.1412 1.4547 0.0011
O 0.3779 2.3572 0.2157
N 0.0490 0.0853 -0.0720
N -1.5334 -0.1862 -0.4832
O -1.2140 -1.5023 -0.0877
C 0.1826 -1.2529 0.0079
O 1.0115 -2.0894 0.2513
H -2.2549 0.0915 0.2158

[12]
18
Properties=species:S:1:pos:R:3 method="wB97M-V/def2-TZVPD" homo_lumo_gap_ev="10.3 / 8.3" multiplicity=2 de_lowest_kj_mol=0.0 energy_ha=-1026.14633 total_charge=+2 e_homo_ev="-18.0 / -19.4"
N 0.2820 2.3219 3.0372
C 0.0514 1.4553 2.0935
N -0.3859 1.7367 0.8894
H 0.1932 3.3188 2.8857
H 0.6704 2.0202 3.9189
H 0.2633 0.4183 2.3277
H -0.5407 1.0136 0.1863
H -0.5627 2.6982 0.6237
C -0.3026 0.3185 -2.8052
S 0.6987 -0.6641 -1.6730
S -0.6990 -1.2853 -0.3625
C 0.3222 -2.2071 0.8091
H -1.1093 -0.2860 -3.2184
H -0.6980 1.2071 -2.3148
H 0.3733 0.6289 -3.6027
H 1.2603 -1.6918 1.0080
H -0.2606 -2.3176 1.7238
H 0.5253 -3.2021 0.4129

[13]
49
Properties=species:S:1:pos:R:3 method="wB97M-V/def2-TZVPD" homo_lumo_gap_ev=9.3 de_lowest_kj_mol=208.2 energy_ha=-1563.13357 smiles="COc1ccccc1CNC(=O)c1cc(S(=O)(=O)N2CCCCC2)c[nH]1" e_homo_ev=-8.6
C 3.3320 6.0374 2.9833
O 3.0107 4.7474 2.5229
C 2.4997 3.8445 3.4111
C 2.2677 4.1084 4.7548
C 1.7468 3.1237 5.5788
C 1.4559 1.8714 5.0750
C 1.6856 1.6055 3.7350
C 2.1998 2.5754 2.8928
C 2.4578 2.2969 1.4335
N 1.5873 1.2794 0.8963
C 2.0404 0.0731 0.4961
O 3.2225 -0.2294 0.4503
C 1.0020 -0.8870 0.0848
C -0.3761 -0.8478 0.0096
C -0.7914 -2.1075 -0.4527
S -2.4582 -2.6253 -0.7421
O -3.3406 -1.5605 -0.3490
O -2.6570 -3.9219 -0.1649
N -2.4323 -2.8110 -2.4106
C -3.4352 -3.7207 -2.9273
C -3.1281 -4.0317 -4.3889
C -3.0991 -2.7354 -5.1950
C -2.0880 -1.7727 -4.5778
C -2.4201 -1.5426 -3.1059
C 0.3351 -2.8766 -0.6452
N 1.4031 -2.1278 -0.3200
H 3.7183 6.5700 2.1155
H 4.1028 6.0069 3.7597
H 2.4498 6.5612 3.3654
H 2.4895 5.0776 5.1724
H 1.5726 3.3453 6.6210
H 1.0542 1.1032 5.7173
H 1.4674 0.6253 3.3370
H 3.4814 1.9322 1.2975
H 2.3447 3.2248 0.8645
H 0.5945 1.4333 0.9643
H -1.0410 -0.0436 0.2509
H -3.3957 -4.6165 -2.3070
H -4.4400 -3.2790 -2.8427
H -2.1552 -4.5213 -4.4508
H -3.8849 -4.7116 -4.7820
H -2.8358 -2.9419 -6.2339
H -4.0909 -2.2777 -5.1817
H -1.0872 -2.2016 -4.6497
H -2.0949 -0.8178 -5.1054
H -1.6635 -0.9167 -2.6276
H -3.3936 -1.0398 -3.0079
H 0.4079 -3.8899 -0.9820
H 2.3792 -2.3875 -0.3398

[14]
35
Properties=species:S:1:pos:R:3 method="wB97M-V/def2-TZVPD" homo_lumo_gap_ev=5.0 de_lowest_kj_mol=39.3 energy_ha=-3879.66072 total_charge=-2 e_homo_ev=-1.4
Cs 1.0602 -0.0768 -0.5612
C -4.3065 -2.4374 -0.6836
C -3.3464 -2.2916 0.4686
C -2.3369 -3.2297 0.6656
C -1.4410 -3.0974 1.7159
C -1.5425 -2.0241 2.5893
C -2.5474 -1.0876 2.4062
C -3.4418 -1.2232 1.3535
H -3.7772 -2.7206 -1.5935
H -4.8347 -1.5028 -0.8690
H -5.0471 -3.2127 -0.4716
H -2.2397 -4.0596 -0.0253
H -0.6488 -3.8249 1.8433
H -0.8281 -1.9037 3.3932
H -2.6170 -0.2329 3.0666
H -4.2125 -0.4756 1.2033
S 2.7598 1.2065 -2.8109
C 2.4795 -0.1281 -3.8522
S 1.5244 -1.4732 -3.3686
C 3.0576 -0.1305 -5.1432
C 3.8750 0.9247 -5.6140
N 4.5455 1.7483 -6.0753
C 2.8876 -1.1877 -6.0657
N 2.7985 -2.0166 -6.8700
Cl -0.9084 3.2678 0.3005
C 0.4460 3.0421 1.3832
C 0.7318 1.7445 1.7869
C 1.8240 1.6653 2.6362
Cl 2.3006 0.0693 3.1892
C 2.5824 2.7476 3.0741
Cl 3.9346 2.5562 4.1496
C 2.2396 4.0237 2.6358
Cl 3.1356 5.4055 3.1646
C 1.1591 4.1748 1.7703
Cl 0.7342 5.7606 1.2083

[15]
10
Properties=species:S:1:pos:R:3 method="wB97M-V/def2-TZVPD" homo_lumo_gap_ev="6.6 / 6.2" de_lowest_kj_mol=33.0 energy_ha=-3544.70645 total_charge=+2 e_homo_ev="-17.6 / -17.5"
Mn -0.3668 -0.0581 0.1649
Cl -0.7920 1.8425 -0.8476
C 0.9032 1.8973 -1.4810
Cl 1.5641 0.3658 -0.7773
H 1.4306 2.7552 -1.0772
H 0.9042 1.8444 -2.5648
S -0.0913 -4.1289 2.5619
Sb -1.6617 -2.7125 2.2485
S -0.4966 -0.1267 2.1551
S -1.3938 -1.6791 -0.3825